The following is a quantum chemistry calculation of the molecule CH2O2S2, from the Open Molecules 2025 dataset.

Cartesian coordinates (Å):
1 O 0.564 -1.562 1.761
2 C 1.225 -0.723 1.240
3 S 0.954 0.360 -0.142
4 S -0.580 0.343 -1.854
5 O -1.790 1.230 -1.410
6 H 2.111 -0.323 1.610
7 H -2.484 0.674 -1.205

As for the net charge: 0.

The following is a quantum chemistry calculation of the molecule CH2O3P2, from the Open Molecules 2025 dataset.

Cartesian coordinates (Å):
1 C 4.168 0.540 -0.379
2 O 4.853 1.276 0.157
3 O 2.478 -1.841 -0.334
4 O 1.552 0.489 -0.032
5 P 2.741 -0.582 0.338
6 P -0.009 0.474 -0.623
7 H -0.594 0.703 0.634
8 H -0.218 -0.911 -0.518

As for the net charge: 0.

Highest occupied orbital energy / eV: -9.5; -9.3
Relative energy (zero: lowest compared OMol25 entry of this formula, charge and spin) / kcal per mole: 26.59; 38.80
Molecular weight / Da: 110.159; 123.972